# 1
89
Properties=species:S:1:pos:R:3:forces:R:3 method="wB97M-V/def2-TZVPD" homo_lumo_gap_ev=5.7571 e_lumo_ev=-2.31 de_lowest_ev=5.744 mol_weight_g_mol=530.4
O -2.0199 4.4304 -3.4088 0.26 0.83 0.34
H -1.6107 4.1770 -2.5781 0.53 -0.14 0.97
H -2.9782 4.4359 -3.3524 -0.70 -0.18 -0.20
H -1.6438 3.9132 -4.1248 0.52 -0.77 -1.55
B 0.3603 3.0143 -6.9020 0.08 0.13 0.28
H 0.6955 2.4792 -6.0271 1.23 -2.50 3.55
H -0.7159 3.0851 -6.9337 -4.78 0.25 -0.10
H 0.7739 4.0041 -6.7853 1.61 4.21 0.28
H 0.7428 2.5724 -7.8090 1.39 -1.87 -3.55
C 7.6833 0.8293 -10.6044 -1.33 1.15 -0.34
C 6.4391 0.9949 -9.7156 1.40 0.67 2.26
O 5.2388 1.1445 -10.3990 -0.42 -0.31 -1.48
O 7.6804 -0.4024 -11.2209 0.24 -1.54 -0.72
H 8.6938 0.9628 -10.2181 -0.40 -0.02 1.02
H 7.6055 1.6368 -11.3323 -0.13 0.22 -0.47
H 6.5371 1.8733 -9.0777 0.59 0.38 0.03
H 6.3565 0.1931 -8.9818 0.21 -0.60 -0.14
H 4.5433 1.2911 -9.7537 -0.06 -0.03 -0.03
H 6.7773 -0.6855 -11.3820 -0.12 0.08 -0.12
C -3.7404 5.3655 -12.0125 1.56 -1.98 -0.63
C -2.4859 4.5713 -11.4621 -1.13 1.69 -0.75
O -1.6462 5.4765 -10.7764 -0.10 -0.22 0.86
O -4.6911 5.6908 -11.0517 -0.31 1.19 0.43
H -4.1672 4.7600 -12.8120 -0.31 -0.43 -0.04
H -3.3898 6.2342 -12.5698 -0.07 0.47 0.69
H -1.8483 4.1773 -12.2535 -0.64 -0.55 -0.40
H -2.8619 3.8081 -10.7807 0.08 -0.35 -0.12
H -1.3362 4.9322 -10.0489 0.61 0.51 0.41
H -5.0022 4.9668 -10.5034 0.37 -0.34 -0.37
C -0.8026 -2.2539 -11.8450 0.18 0.44 0.07
C -0.9130 -0.9220 -11.1464 -0.48 0.24 0.36
O -0.9342 -1.0043 -9.7336 0.19 -0.65 0.24
O 0.4014 -2.9080 -11.5427 0.28 -0.48 0.14
H -0.7413 -1.9673 -12.8949 -0.31 -0.34 -0.24
H -1.6427 -2.9228 -11.6581 -0.26 0.15 -0.09
H -1.8702 -0.4804 -11.4235 0.02 0.33 -0.62
H -0.0655 -0.3329 -11.4970 -0.04 0.27 0.04
H -0.7004 -0.1520 -9.3587 0.12 0.08 0.02
H 0.2155 -3.4645 -10.7829 0.31 0.03 0.15
C 1.4319 6.4307 -0.2324 0.46 -1.03 -1.74
C 0.8569 5.7669 0.9751 -0.64 0.70 1.93
O -0.3400 5.0513 0.7630 -0.53 -0.99 -1.43
O 1.8263 5.4278 -1.2274 -0.40 0.22 0.81
H 2.3339 6.9991 -0.0057 -0.23 0.16 0.53
H 0.7209 7.0739 -0.7508 -0.25 0.25 0.43
H 0.4863 6.5056 1.6858 0.85 0.99 -0.03
H 1.5630 5.1881 1.5705 0.42 -0.31 -0.56
H -0.6341 4.6771 1.5967 0.11 0.03 0.01
H 2.4491 5.8528 -1.8216 0.06 -0.05 -0.10
C 5.1521 8.0631 -7.0629 -0.39 -0.43 0.03
C 6.5846 8.5643 -7.3326 0.24 -0.14 0.17
O 7.2282 9.1262 -6.1709 -0.92 -0.37 0.16
O 5.0281 6.7137 -6.5864 1.15 0.23 0.26
H 4.5796 8.0892 -7.9901 0.23 0.37 -0.33
H 4.6434 8.7282 -6.3650 0.21 0.31 0.12
H 6.5113 9.2945 -8.1386 -0.14 0.35 0.11
H 7.2313 7.7864 -7.7384 -0.23 -0.44 0.07
H 7.9581 9.7123 -6.3835 -0.10 -0.13 -0.44
H 4.1162 6.4173 -6.6315 -0.08 0.20 -0.14
C -4.9785 -0.2811 -5.2136 -0.06 1.27 -0.05
C -4.5690 -0.5032 -3.7586 0.80 -0.48 -0.64
O -3.1382 -0.5163 -3.6187 -0.42 0.31 0.19
O -4.4761 -1.2628 -6.0981 -0.07 0.01 0.34
H -4.6476 0.7110 -5.5209 0.66 0.14 0.01
H -6.0492 -0.1295 -5.3500 -0.42 -0.75 0.37
H -5.0014 -1.4440 -3.4181 -0.02 -0.05 0.24
H -4.8784 0.3152 -3.1085 -0.37 -0.06 -0.16
H -2.7613 -1.3224 -3.9789 -0.20 -0.11 -0.22
H -3.9001 -0.8086 -6.7174 0.13 -0.22 -0.07
C 5.6758 -1.1241 -3.6788 -0.73 -0.51 -0.32
C 5.5560 -2.6480 -3.6040 1.30 1.10 0.03
O 5.6849 -3.1126 -4.9223 -0.75 -1.23 -0.23
O 7.0029 -0.8099 -4.1413 -0.42 -0.09 0.82
H 5.3568 -0.6572 -2.7470 0.56 0.19 0.26
H 4.9990 -0.7744 -4.4584 -0.37 -0.05 0.05
H 4.6881 -3.0474 -3.0793 -0.56 0.34 -0.75
H 6.3583 -3.0105 -2.9614 0.55 -0.05 -0.05
H 6.4113 -2.6809 -5.3778 0.18 0.22 0.34
H 7.0685 0.1462 -4.0850 0.25 0.08 -0.17
C -2.7464 10.9636 -7.3089 -1.25 -1.16 -0.92
C -2.9092 9.7088 -6.4686 1.31 0.58 -0.34
O -4.2611 9.5759 -6.2445 -1.67 -0.29 0.16
O -2.9534 12.1315 -6.5871 1.16 0.87 0.58
H -3.5696 10.9673 -8.0234 0.11 -0.48 -0.39
H -1.8115 10.9529 -7.8692 0.18 0.05 0.10
H -2.3679 9.8411 -5.5318 0.24 0.00 0.23
H -2.4439 8.8914 -7.0195 -0.18 -0.40 -0.07
H -4.5071 8.7748 -5.7763 0.30 -0.02 -0.01
H -2.0427 12.4195 -6.4913 -0.21 0.86 0.65

---

# 2
106
Properties=species:S:1:pos:R:3:forces:R:3 method="wB97M-V/def2-TZVPD" homo_lumo_gap_ev="5.4307 / 5.6945" e_lumo_ev="-7.43 / -7.03" multiplicity=2 de_lowest_ev=0.084 mol_weight_g_mol=1172.5 total_charge=+2
Re -0.0485 -0.3547 -1.5115 0.37 0.34 -0.17
Cl -0.5606 -1.1956 -3.7533 0.12 -0.44 -0.26
C 0.9664 -1.9342 -4.3820 -0.39 0.28 0.18
C 0.8139 -2.7609 -5.4732 0.21 -0.02 0.02
C 1.9700 -3.3197 -6.0017 -0.05 0.01 -0.01
C 3.2082 -3.0256 -5.4450 -0.04 -0.02 -0.01
C 3.3071 -2.1817 -4.3525 -0.05 0.09 0.11
C 2.1650 -1.6199 -3.7721 0.00 -0.07 -0.23
P 2.2352 -0.3641 -2.4475 -0.13 -0.26 0.22
C 2.8361 1.0660 -3.3658 0.02 0.09 0.12
C 1.9103 1.8752 -4.0205 -0.01 0.03 0.05
C 2.3432 2.9322 -4.8015 0.00 0.02 0.02
C 3.7014 3.1892 -4.9235 0.01 -0.02 0.00
C 4.6261 2.3826 -4.2754 -0.01 0.03 -0.02
C 4.1987 1.3165 -3.5002 0.05 0.03 0.02
C 3.5311 -0.9327 -1.3154 -0.01 0.04 -0.03
C 3.7690 -2.2949 -1.1454 -0.07 -0.03 0.06
C 4.7056 -2.7322 -0.2200 0.00 0.01 0.00
C 5.4067 -1.8144 0.5462 0.01 0.04 0.04
C 5.1567 -0.4561 0.4003 0.01 -0.05 0.03
C 4.2213 -0.0165 -0.5206 0.01 0.02 -0.03
H -0.1596 -2.9601 -5.8964 -0.02 -0.01 -0.01
H 1.8982 -3.9783 -6.8557 0.01 -0.01 -0.02
H 4.1054 -3.4520 -5.8696 0.02 -0.02 -0.02
H 4.2817 -1.9449 -3.9456 0.01 -0.01 0.04
H 0.8454 1.7014 -3.9112 -0.01 -0.05 -0.01
H 1.6219 3.5641 -5.3006 -0.01 0.01 -0.02
H 4.0400 4.0201 -5.5258 0.01 0.03 -0.02
H 5.6837 2.5834 -4.3728 0.03 0.01 -0.01
H 4.9299 0.6987 -2.9946 -0.02 -0.02 -0.03
H 3.2271 -3.0283 -1.7263 -0.02 -0.01 -0.07
H 4.8934 -3.7912 -0.1084 0.00 -0.02 0.00
H 6.1488 -2.1528 1.2567 0.01 -0.01 0.00
H 5.6988 0.2644 0.9972 0.01 0.01 0.01
H 4.0584 1.0468 -0.6258 -0.05 0.04 -0.07
C -1.5443 2.3197 0.3949 0.17 -0.04 -0.05
Si -0.6356 2.0754 -1.2334 -0.23 0.14 0.17
C -1.7843 2.2730 -2.7262 0.05 -0.08 0.06
C 0.7118 3.3696 -1.2869 -0.16 0.10 -0.08
C 0.3070 4.6536 -1.6717 0.00 -0.06 -0.15
C 1.1935 5.7192 -1.6614 0.04 -0.01 0.02
C 2.5068 5.5237 -1.2601 0.01 0.06 0.00
C 2.9215 4.2661 -0.8496 -0.02 0.02 -0.03
C 2.0240 3.2112 -0.8600 0.10 -0.25 0.12
H -2.2895 3.1098 0.2850 -0.05 0.02 -0.01
H -0.8283 2.6393 1.1536 0.05 0.01 -0.01
H -2.0320 1.4212 0.7614 -0.10 -0.05 -0.03
H -2.8214 2.2688 -2.3882 -0.01 0.00 0.03
H -1.6969 1.4981 -3.4896 0.04 0.00 0.01
H -1.5804 3.2261 -3.2146 -0.02 0.04 -0.03
H -0.7104 4.8384 -1.9955 -0.04 0.01 0.00
H 0.8601 6.7006 -1.9688 -0.01 0.03 0.00
H 3.2001 6.3537 -1.2559 0.02 0.01 -0.01
H 3.9404 4.1102 -0.5213 0.03 0.00 0.01
H 2.3544 2.2400 -0.5178 0.01 -0.13 0.05
S -2.2724 -1.0882 -1.1445 0.12 0.18 -0.07
Sb -3.4987 -1.1176 0.8719 0.25 -0.15 -0.06
C -4.4276 -2.9780 0.8334 -0.10 -0.16 -0.06
C -5.4709 -3.2031 1.7275 -0.01 0.03 0.05
C -6.1005 -4.4360 1.7441 -0.02 -0.04 -0.01
C -5.6877 -5.4364 0.8740 -0.03 0.00 0.03
C -4.6479 -5.2097 -0.0133 0.02 -0.02 -0.03
C -4.0121 -3.9767 -0.0401 0.03 0.05 -0.01
C -2.6099 -1.0452 2.7545 0.18 0.03 0.17
C -2.6259 0.1166 3.5217 -0.09 0.06 -0.07
C -2.1906 0.0710 4.8376 0.00 -0.02 0.00
C -1.7336 -1.1233 5.3758 0.09 0.03 0.07
C -1.6956 -2.2753 4.6039 0.03 0.01 0.01
C -2.1390 -2.2414 3.2920 -0.07 -0.06 -0.08
C -4.8842 0.4212 0.7419 -0.16 0.17 0.05
C -5.0669 1.1055 -0.4547 0.00 -0.05 -0.02
C -6.0310 2.0986 -0.5290 0.01 0.00 -0.02
C -6.8051 2.4001 0.5817 -0.03 0.03 0.02
C -6.6244 1.7127 1.7729 -0.02 0.02 0.01
C -5.6612 0.7202 1.8595 0.05 -0.01 0.01
H -5.8029 -2.4316 2.4125 0.01 0.03 0.01
H -6.9137 -4.6169 2.4331 -0.01 0.00 0.01
H -6.1828 -6.3973 0.8877 -0.01 -0.02 0.00
H -4.3343 -5.9934 -0.6892 0.02 0.00 -0.01
H -3.2057 -3.7971 -0.7403 -0.01 -0.01 0.00
H -3.0087 1.0464 3.1168 0.02 0.01 -0.03
H -2.2253 0.9627 5.4490 0.00 0.03 0.00
H -1.4087 -1.1579 6.4072 0.00 0.00 0.01
H -1.3442 -3.2044 5.0309 0.01 -0.02 0.00
H -2.1536 -3.1553 2.7088 0.02 0.01 -0.01
H -4.4744 0.8578 -1.3269 0.02 0.00 0.00
H -6.1852 2.6334 -1.4558 0.00 0.01 -0.03
H -7.5580 3.1733 0.5179 -0.02 0.02 0.00
H -7.2322 1.9490 2.6351 -0.01 0.00 0.02
H -5.5197 0.1955 2.7973 0.00 -0.01 0.01
F 2.8968 -1.5777 7.3101 0.05 0.10 -0.01
C 3.1876 -0.4195 6.6927 -0.06 0.03 -0.04
F 4.5233 -0.3067 6.6484 -0.08 -0.02 0.06
F 2.7090 0.5798 7.4447 0.08 -0.10 -0.02
C 2.6046 -0.4045 5.2995 0.01 -0.05 -0.04
C 1.6561 0.5412 4.9372 0.10 -0.04 0.07
C 1.1188 0.5127 3.6650 -0.02 -0.22 -0.08
C 1.5684 -0.4435 2.7428 0.17 0.01 0.30
C 2.5505 -1.3812 3.1111 -0.05 0.21 -0.05
C 3.0475 -1.3703 4.3949 -0.08 0.10 0.13
C 1.0557 -0.4252 1.4362 -0.18 0.11 -0.48
C 0.5915 -0.3525 0.2852 -0.12 -0.14 0.29
H 1.3334 1.2870 5.6501 0.02 -0.01 0.00
H 0.3685 1.2302 3.3662 -0.05 0.01 -0.01
H 2.8995 -2.1022 2.3867 0.02 -0.03 -0.05
H 3.7910 -2.0941 4.7001 0.01 -0.01 0.02